This record from the OMol25 dataset describes a molecular structure, C18H25AlBF7IO6S in a non-equilibrium geometry. The level of theory is the ωB97M-V functional and the def2-TZVPD basis.

XYZ file:
```
60
Properties=species:S:1:pos:R:3
I -5.348 1.085 2.807
S -0.967 1.954 -2.007
Al 2.189 -5.441 -0.683
F 2.758 -6.457 0.614
F 2.038 5.287 0.780
F -0.006 5.063 0.017
F 1.737 4.030 -0.978
F 2.063 -3.789 -0.118
F 0.615 -5.989 -1.209
F 3.308 -5.512 -2.019
O -1.246 3.364 -2.243
O 1.108 3.757 2.555
O -0.920 1.329 -3.315
O 0.270 1.606 -0.972
O -2.159 1.417 -1.033
O -2.198 -1.118 -1.908
C -4.179 0.270 1.119
C -0.218 1.030 0.280
C 3.859 -0.635 -1.530
C 5.004 -0.200 -0.757
C -2.783 0.976 1.212
C -0.939 -3.300 0.166
C 2.201 -0.062 0.302
C 1.151 4.370 0.220
C -0.308 2.361 1.174
C 2.476 -0.580 -1.028
C 1.382 -1.138 -1.977
C 1.041 3.170 1.233
C -2.007 -2.168 0.494
C -5.014 0.681 -0.169
C 0.788 0.016 0.948
C 3.378 0.374 1.080
C -1.746 0.554 0.113
C 4.734 0.304 0.594
B -1.993 -0.932 -0.544
H -0.394 -3.542 1.122
H 1.971 2.562 1.133
H 0.950 0.391 2.000
H -2.984 2.082 1.144
H 0.204 4.028 2.790
H -1.448 -4.240 -0.153
H -4.173 -0.828 1.296
H -6.036 0.253 -0.016
H -3.032 -2.620 0.565
H 0.407 -1.030 1.054
H -0.156 -2.966 -0.549
H -1.117 3.053 0.838
H 6.052 -0.227 -1.122
H -2.361 0.826 2.246
H 5.543 0.632 1.283
H -0.490 1.985 2.220
H -4.578 0.183 -1.076
H -1.774 -1.778 1.530
H 4.073 -1.041 -2.551
H -5.034 1.793 -0.302
H -2.397 -2.073 -1.987
H 0.420 -0.579 -1.980
H 1.793 -1.047 -3.024
H 3.213 0.748 2.119
H 1.277 -2.240 -1.798
```

Total charge = -1
Kohn-Sham gap = 8.2872 eV
Maximum force = 3.28 eV Å⁻¹

Mulliken atomic charge list, values in e, 2 entries: atom 1 (I): -0.001, atom 2 (S): 1.016

***

This record from the OMol25 dataset describes C4H5NO in the gas phase. The level of theory is the ωB97M-V functional and the def2-TZVPD basis.

XYZ file:
```
11
Properties=species:S:1:pos:R:3
O 0.300 -1.075 -0.005
N 1.634 -0.767 -0.070
C -1.799 -0.008 0.261
C 0.495 1.257 0.107
C 1.708 0.606 -0.056
C -0.322 0.128 0.130
H 2.031 -1.238 -0.875
H 2.720 0.995 -0.151
H -2.221 0.982 0.424
H -2.066 -0.667 1.093
H -2.227 -0.433 -0.653
```

Total charge = 0
Relative energy (zero: lowest compared OMol25 entry of this formula, charge and spin) = 392.3 kJ/mol
SMILES = CC1=C=CNO1
Kohn-Sham gap = 8.4498 eV
Maximum force = 0.48 eV Å⁻¹

Mulliken atomic charge list, values in e, 2 entries: atom 1 (O): -0.229, atom 2 (N): -0.085

***

This record from the OMol25 dataset describes a molecular structure, C5H6O2. The level of theory is the ωB97M-V functional and the def2-TZVPD basis.

XYZ file:
```
13
Properties=species:S:1:pos:R:3
O -0.059 1.135 1.028
O -0.384 2.926 -0.401
C -1.231 -0.612 -0.092
C 1.361 -0.854 0.535
C 0.090 -0.109 0.301
C -0.434 1.757 -0.154
C -0.597 0.497 -0.925
H -1.181 -1.567 -0.614
H 1.533 -1.562 -0.278
H 2.204 -0.161 0.601
H 1.294 -1.409 1.476
H -0.480 0.420 -1.999
H -2.116 -0.463 0.524
```

Total charge = 0
Relative energy (zero: lowest compared OMol25 entry of this formula, charge and spin) = 137.3 kJ/mol
Kohn-Sham gap = 11.1242 eV
Maximum force = 0.97 eV Å⁻¹

Mulliken atomic charge list, values in e, 2 entries: atom 1 (O): -0.392, atom 2 (O): -0.548

***

This record from the OMol25 dataset describes 17 unconnected molecules or ions with the total composition H33O17 in a non-equilibrium geometry. The level of theory is the ωB97M-V functional and the def2-TZVPD basis.

XYZ file:
```
50
Properties=species:S:1:pos:R:3
O 3.047 -3.731 -2.681
O 2.162 -0.124 1.647
O -1.973 3.069 0.190
O 1.494 3.417 -0.320
O 0.702 2.778 -3.281
O -0.344 0.846 0.752
O -2.282 -0.702 0.137
O 0.370 -2.486 4.904
O -1.991 3.942 -4.358
O -3.982 -1.628 -1.903
O -1.872 -0.312 3.062
O 1.685 -0.323 -1.651
O 5.263 1.166 -0.431
O 0.285 -5.276 0.051
O -4.694 1.284 1.089
O -0.649 2.351 3.002
O 3.264 -4.347 -0.200
H -3.085 -0.245 0.391
H 0.100 -3.278 4.433
H 4.872 2.001 -0.400
H 1.383 -0.320 -2.558
H 0.896 3.085 -2.385
H -2.041 2.455 -0.548
H 1.312 0.343 1.570
H -1.816 2.461 0.916
H 2.751 -3.193 -1.931
H -2.614 4.097 -3.645
H -1.600 -0.006 2.180
H 1.948 4.070 0.215
H -3.990 -0.900 -1.286
H 0.851 -0.327 -1.161
H -5.050 2.144 0.840
H -0.742 1.793 3.780
H -2.757 -0.672 3.041
H -1.573 -0.129 0.617
H -0.171 -1.785 4.519
H -0.211 1.774 2.337
H -1.157 3.674 -3.970
H -0.243 1.364 -0.042
H 4.588 0.559 -0.103
H 1.090 2.864 0.361
H 2.062 -1.050 1.811
H 2.979 -5.003 -0.816
H 0.576 -6.171 -0.161
H 2.658 -4.227 0.534
H 0.475 -4.803 -0.768
H -3.849 1.568 1.449
H -0.206 2.490 -3.295
H -3.208 -1.436 -2.428
H 2.785 -3.132 -3.389
```

Total charge = -1
Relative energy (zero: lowest compared OMol25 entry of this formula, charge and spin) = 208.0 kJ/mol
Kohn-Sham gap = 9.0572 eV
Maximum force = 2.39 eV Å⁻¹

Mulliken atomic charge list, values in e, 2 entries: atom 1 (O): -0.643, atom 2 (O): -0.655